(1)
ORCA calculation (ωB97M-V with the def2-TZVPD basis set) on H6NOSi2 as an isolated structure.

```
10
Properties=species:S:1:pos:R:3:mulliken_charge:R:1
N -0.29 -0.71 -0.40 -0.304
O 0.73 0.10 -0.96 -0.334
Si -1.73 0.07 -0.07 0.121
Si 1.86 -0.05 0.27 0.496
H -2.21 0.52 1.37 -0.158
H -2.74 -0.99 -0.48 -0.166
H -2.02 1.25 -0.96 -0.164
H 1.47 0.95 1.23 -0.158
H 1.87 -1.54 0.33 -0.095
H 3.07 0.41 -0.32 -0.238
```

LUMO (eV): 4.0525
Net charge: -1
Energy relative to the best compared isomer or geometry (same formula, charge and spin) (kcal/mol): 64.71
HOMO-LUMO gap (eV): 6.524
HOMO energy (eV): -2.5

***

(2)
ORCA calculation (ωB97M-V with the def2-TZVPD basis set) on H6NPSi as an isolated structure.

```
9
Properties=species:S:1:pos:R:3:mulliken_charge:R:1
N -1.84 -0.49 -0.34 -0.575
Si 1.24 0.38 0.33 0.165
P -0.89 0.79 0.42 0.031
H -2.77 -0.69 0.11 0.250
H -1.46 -1.36 -0.50 0.232
H 1.78 -0.82 1.59 -0.033
H 1.52 -0.03 -1.09 -0.047
H 1.48 1.78 0.65 -0.057
H -0.74 1.64 -0.65 0.034
```

LUMO (eV): 0.8950
Net charge: 0
Energy relative to the best compared isomer or geometry (same formula, charge and spin) (kcal/mol): 35.75
HOMO-LUMO gap (eV): 9.634
HOMO energy (eV): -8.7

***

(3)
ORCA calculation (ωB97M-V with the def2-TZVPD basis set) on a 3-piece molecular cluster, H6O2S overall.

```
9
Properties=species:S:1:pos:R:3:mulliken_charge:R:1
S 2.96 -1.88 1.75 -0.300
H 2.74 -1.82 0.43 0.139
H 1.75 -2.39 2.01 0.157
H -2.23 2.44 -3.94 0.322
H -1.71 2.77 -2.53 0.318
O -2.50 2.55 -3.03 -0.641
H -0.71 -1.11 1.36 0.314
H 0.15 0.06 1.80 0.323
O -0.44 -0.62 2.15 -0.633
```

SMILES: O.O.S
LUMO (eV): 0.4742
Net charge: 0
Energy relative to the best compared isomer or geometry (same formula, charge and spin) (kcal/mol): 7.43
HOMO-LUMO gap (eV): 10.281
HOMO energy (eV): -9.8

***

(4)
ORCA calculation (ωB97M-V with the def2-TZVPD basis set) on a 3-piece molecular cluster, H6O2S2 overall.

```
10
Properties=species:S:1:pos:R:3:mulliken_charge:R:1
S -0.61 -0.67 0.72 -0.189
S -1.63 1.06 0.69 -0.150
H -0.58 -1.19 -0.54 0.162
H -0.81 2.03 0.29 0.160
H 0.53 -1.13 -2.94 0.320
H 1.47 -0.41 -1.85 0.335
O 0.87 -0.26 -2.62 -0.645
H 2.44 0.11 1.06 0.324
H 2.46 -1.18 0.28 0.305
O 2.82 -0.29 0.27 -0.623
```

SMILES: SS.O.O
LUMO (eV): 0.0722
Net charge: 0
Energy relative to the best compared isomer or geometry (same formula, charge and spin) (kcal/mol): 7.47
HOMO-LUMO gap (eV): 9.717
HOMO energy (eV): -9.6

***

(5)
ORCA calculation (ωB97M-V with the def2-TZVPD basis set) on a 2-piece molecular cluster, H6O2SSi2 overall.

```
11
Properties=species:S:1:pos:R:3:mulliken_charge:R:1
O -0.46 2.75 3.51 -0.319
O -0.16 0.28 0.15 0.128
Si 1.28 -0.12 0.81 0.361
Si -1.25 0.31 -1.02 0.413
S -1.03 2.04 2.31 0.280
H 2.32 -0.08 -0.21 -0.138
H 1.30 0.99 1.74 -0.129
H 1.26 -1.60 0.84 -0.090
H -1.42 -0.77 -1.81 -0.189
H -1.21 1.33 -1.92 -0.152
H -2.50 0.55 -0.40 -0.165
```

SMILES: [SiH3]O[SiH3].O=S
LUMO (spin up / spin down) (eV): -1.5429 / -1.5563
Net charge: 0
Energy relative to the best compared isomer or geometry (same formula, charge and spin) (kcal/mol): 10.75
HOMO-LUMO gap (spin up / spin down) (eV): 7.739 / 7.683
HOMO energy (spin up / spin down) (eV): -9.3 / -9.2

***

- The lowest net charge belongs to which entry?
  H6NOSi2

***

- Which of these has the lowest net charge?
  H6NOSi2